No. 1
C53H41CdN9O2S2Si | the ωB97M-V functional and the def2-TZVPD basis

The energy above the lowest of the compared OMol25 structures with the same formula, charge and spin comes out at 157.7 kJ/mol. Its HOMO-LUMO gap is 0.137 Ha. Its largest force on an atom is 2.43 eV/A. Its highest occupied orbital energy is -0.23 eV. The calculation puts the LUMO energy at 3.49 eV.

ORCA input file:
```
! wB97M-V def2-TZVPD RIJCOSX def2/J DEFGRID3
* xyz -2 1
Cd -0.60 0.60 0.46
C 2.48 5.80 -2.94
C 2.20 4.38 -2.55
C 3.19 3.59 -1.96
C 2.96 2.28 -1.65
C 1.72 1.65 -1.91
N 1.54 0.32 -1.63
C 2.45 -0.53 -2.10
C 3.34 -0.23 -3.17
C 4.23 -1.13 -3.68
C 4.32 -2.43 -3.19
C 5.32 -3.40 -3.76
C 3.44 -2.78 -2.18
C 2.52 -1.88 -1.66
N 1.60 -2.38 -0.74
C 0.83 -3.48 -0.90
C 0.04 -3.63 0.22
C 0.35 -2.56 1.05
N 1.35 -1.82 0.48
C 0.71 2.47 -2.44
C 0.95 3.81 -2.74
N -0.58 1.97 -2.72
C -1.39 2.39 -3.71
C -2.57 1.69 -3.59
C -2.38 0.86 -2.49
N -1.17 1.04 -1.98
H 3.44 5.87 -3.45
H 2.51 6.46 -2.07
H 1.71 6.17 -3.61
H 4.16 4.03 -1.75
H 3.72 1.69 -1.17
H 3.28 0.76 -3.60
H 4.87 -0.82 -4.50
H 6.15 -2.86 -4.21
H 4.85 -4.02 -4.53
H 5.71 -4.06 -2.98
H 3.47 -3.79 -1.77
H 0.88 -4.05 -1.81
H -0.71 -4.37 0.39
H 0.04 -2.36 2.05
H 0.14 4.42 -3.11
H -1.08 3.12 -4.43
H -3.44 1.76 -4.22
H -3.06 0.17 -2.03
O -4.03 -3.91 -4.70
C -4.56 -4.04 -3.43
O -5.58 -4.68 -3.30
C -3.84 -3.38 -2.36
C -2.57 -2.78 -2.49
C -1.98 -2.13 -1.44
C -2.60 -2.05 -0.17
C -3.88 -2.66 -0.04
C -4.47 -3.29 -1.10
N -1.96 -1.40 0.82
C -2.34 -1.51 2.10
C -1.72 -0.82 3.13
C -2.10 -1.02 4.49
C -1.49 -0.32 5.49
C -0.49 0.61 5.16
C -0.16 0.75 3.82
N -0.71 0.07 2.83
H -3.28 -3.30 -4.67
H -2.02 -2.83 -3.42
H -1.03 -1.63 -1.57
H -4.42 -2.58 0.89
H -5.46 -3.73 -1.00
H -3.09 -2.25 2.39
H -2.89 -1.74 4.70
H -1.78 -0.47 6.52
H 0.00 1.20 5.92
H 0.60 1.47 3.52
S 0.89 2.62 1.10
C -0.13 3.85 0.44
C 0.46 5.07 0.16
C -0.24 6.15 -0.37
C 0.39 7.37 -0.60
N 0.91 8.39 -0.78
C -1.62 5.98 -0.66
C -2.23 4.77 -0.36
C -1.54 3.70 0.22
S -2.47 2.32 0.66
C -2.36 7.04 -1.21
N -2.98 7.89 -1.67
H 1.52 5.18 0.38
H -3.29 4.65 -0.55
C 6.43 1.30 0.73
C 6.22 0.17 -0.04
C 5.07 -0.58 0.10
C 4.08 -0.21 1.02
C 4.27 0.98 1.72
C 5.42 1.72 1.59
Si 2.67 -1.31 1.61
C 3.26 -3.03 2.17
C 2.53 -3.69 3.17
C 2.76 -5.01 3.49
C 3.73 -5.73 2.81
C 4.49 -5.09 1.85
C 4.27 -3.77 1.54
H 7.36 1.85 0.66
H 6.98 -0.14 -0.75
H 4.93 -1.44 -0.53
H 3.48 1.33 2.38
H 5.55 2.63 2.17
H 1.91 -0.68 2.69
H 1.77 -3.14 3.70
H 2.18 -5.48 4.27
H 3.89 -6.78 3.03
H 5.28 -5.64 1.34
H 4.88 -3.30 0.78
*
```

Mulliken population analysis, charges in e, atoms 1 to 8: atom 1 (Cd): 2.993, atom 2 (C): -1.839, atom 3 (C): 0.110, atom 4 (C): -1.122, atom 5 (C): 1.062, atom 6 (C): -0.731, atom 7 (N): 0.625, atom 8 (C): 0.758



No. 2
C14H42O14 | the ωB97M-V functional and the def2-TZVPD basis

The energy above the lowest of the compared OMol25 structures with the same formula, charge and spin comes out at 160.7 kJ/mol. Its HOMO-LUMO gap is 0.367 Ha. Its largest force on an atom is 2.83 eV/A. Its highest occupied orbital energy is -9.81 eV. The calculation puts the LUMO energy at 0.18 eV.

ORCA input file:
```
! wB97M-V def2-TZVPD RIJCOSX def2/J DEFGRID3
* xyz 0 1
C -1.41 0.32 1.49
C 0.03 0.28 0.90
O 0.32 1.30 -0.09
O -2.29 0.01 0.37
H -1.64 1.30 1.89
H -1.56 -0.36 2.33
H 0.26 -0.72 0.52
H 0.82 0.34 1.65
H 1.28 1.30 -0.20
H -2.15 0.81 -0.13
C -1.33 -3.62 0.92
C -1.53 -4.99 0.27
O -2.16 -4.86 -1.00
O -1.26 -3.73 2.39
H -2.17 -2.99 0.61
H -0.40 -3.14 0.61
H -2.21 -5.63 0.84
H -0.57 -5.50 0.18
H -2.19 -5.69 -1.46
H -0.73 -2.99 2.70
C -6.11 0.42 1.24
C -5.29 -0.23 2.33
O -4.67 -1.43 1.83
O -7.32 -0.19 0.85
H -5.55 0.45 0.30
H -6.33 1.48 1.38
H -5.92 -0.52 3.17
H -4.55 0.37 2.86
H -3.83 -1.14 1.47
H -7.11 -1.04 0.46
C -1.32 2.10 -3.16
C -1.60 0.63 -3.40
O -0.65 -0.25 -2.95
O -1.52 2.45 -1.82
H -1.94 2.76 -3.77
H -0.29 2.21 -3.51
H -1.64 0.36 -4.46
H -2.57 0.51 -2.92
H -1.19 -0.97 -2.61
H -0.81 1.99 -1.38
C 2.43 0.41 -3.85
C 3.90 0.87 -3.79
O 3.83 2.27 -3.40
O 1.96 0.34 -2.51
H 2.32 -0.54 -4.37
H 1.74 1.07 -4.37
H 4.50 0.77 -4.70
H 4.40 0.36 -2.97
H 3.29 2.17 -2.62
H 1.02 0.14 -2.57
C 2.08 -2.60 3.67
C 2.98 -1.39 3.46
O 2.81 -0.35 4.42
O 0.74 -2.21 3.37
H 2.35 -2.95 4.67
H 2.26 -3.38 2.93
H 2.72 -0.99 2.48
H 4.02 -1.73 3.46
H 3.05 -0.76 5.25
H 0.40 -1.80 4.17
C 4.17 4.70 -0.30
C 3.24 3.56 0.11
O 3.56 2.33 -0.48
O 4.05 4.90 -1.65
H 5.23 4.47 -0.17
H 3.89 5.65 0.16
H 2.19 3.74 -0.12
H 3.37 3.43 1.18
H 4.36 1.98 -0.08
H 4.24 4.07 -2.11
*
```

natural (NBO) population analysis, charges in e, atoms 1 to 8: atom 1 (C): -0.105, atom 2 (C): -0.093, atom 3 (O): -0.764, atom 4 (O): -0.741, atom 5 (H): 0.180, atom 6 (H): 0.195, atom 7 (H): 0.174, atom 8 (H): 0.174



No. 3
C6H9N3O3 | the ωB97M-V functional and the def2-TZVPD basis

The energy above the lowest of the compared OMol25 structures with the same formula, charge and spin comes out at 615.3 kJ/mol. Its HOMO-LUMO gap is 0.329 Ha. Its largest force on an atom is 4.72 eV/A. Its highest occupied orbital energy is -8.32 eV. The calculation puts the LUMO energy at 0.63 eV.

ORCA input file:
```
! wB97M-V def2-TZVPD RIJCOSX def2/J DEFGRID3
* xyz 0 1
C -0.98 -1.22 -2.75
C -0.79 0.72 0.32
C 0.25 1.63 2.16
C -0.99 -0.72 -1.49
C 2.05 -0.18 0.97
C 0.51 1.49 0.70
N -0.94 0.64 -1.12
N 1.79 0.96 0.49
N -0.96 -1.47 -0.31
O -0.87 -0.58 0.80
O -0.62 2.32 2.63
O 0.19 -2.23 -0.20
H -0.98 -2.29 -2.75
H -0.94 -0.67 -3.63
H -1.64 1.45 0.74
H 0.82 1.02 2.84
H 3.03 -0.71 1.08
H 1.35 -0.79 1.36
H 0.04 -3.21 -0.27
H 0.62 2.54 0.22
H -0.92 1.32 -1.79
*
```

natural (NBO) population analysis, charges in e, atoms 1 to 8: atom 1 (C): -0.550, atom 2 (C): 0.258, atom 3 (C): 0.433, atom 4 (C): 0.310, atom 5 (C): -0.031, atom 6 (C): -0.235, atom 7 (N): -0.630, atom 8 (N): -0.412



No. 4
C26H35N4O5SW | the ωB97M-V functional and the def2-TZVPD basis

The energy above the lowest of the compared OMol25 structures with the same formula, charge and spin comes out at 0.0 kJ/mol. Its HOMO-LUMO gap is 0.191 Ha. Its largest force on an atom is 0.72 eV/A. Its highest occupied orbital energy is -17.08 eV. The calculation puts the LUMO energy at -11.89 eV.

ORCA input file:
```
! wB97M-V def2-TZVPD RIJCOSX def2/J DEFGRID3
* xyz 3 1
W 1.23 -0.34 0.67
O 2.02 1.84 0.41
C 3.33 2.16 -0.19
C 3.58 1.73 -1.64
N 3.50 0.33 -2.03
C 4.32 -0.69 -1.41
C 3.36 -1.09 -0.34
O 2.33 -1.81 -0.51
O 3.27 -0.38 0.75
C 2.48 -0.10 -2.96
C 1.14 -0.44 -2.31
O 0.29 -1.16 -2.69
O 0.99 0.27 -1.11
H 1.36 2.42 0.02
H 4.07 1.77 0.50
H 3.41 3.25 -0.16
H 4.59 2.11 -1.85
H 2.91 2.28 -2.30
H 5.23 -0.28 -0.99
H 4.55 -1.51 -2.09
H 2.79 -0.99 -3.52
H 2.29 0.68 -3.70
C -4.96 0.90 -3.39
C -3.61 0.35 -2.91
C -3.65 -1.19 -2.97
C -2.51 0.87 -3.84
C -3.31 0.74 -1.46
C -4.30 1.30 -0.63
C -4.03 1.66 0.67
C -2.76 1.41 1.17
S -2.17 1.81 2.75
C -0.67 1.18 2.37
N -0.55 0.65 1.13
C -1.77 0.82 0.39
C -2.04 0.51 -0.94
C 0.49 1.14 3.22
C 0.55 1.69 4.50
C 1.74 1.63 5.20
C 2.85 1.03 4.62
C 2.78 0.47 3.34
C 1.58 0.51 2.63
H -5.08 0.66 -4.44
H -5.01 1.99 -3.29
H -5.80 0.45 -2.86
H -3.87 -1.51 -3.99
H -4.42 -1.60 -2.31
H -2.68 -1.62 -2.69
H -2.78 0.65 -4.87
H -1.55 0.39 -3.66
H -2.40 1.95 -3.75
H -5.29 1.48 -1.02
H -4.80 2.12 1.28
H -1.28 0.12 -1.60
H -0.31 2.17 4.94
H 1.81 2.06 6.19
H 3.79 0.99 5.16
H 3.68 0.04 2.92
N 1.59 -2.06 2.05
C 0.50 -2.54 2.97
C -0.57 -3.27 2.17
C -1.26 -2.39 1.15
N -0.30 -1.83 0.14
H 1.90 -2.86 1.50
H 2.38 -1.78 2.62
H 0.10 -1.67 3.50
H 0.95 -3.20 3.70
H -1.33 -3.64 2.86
H -0.14 -4.15 1.69
H -1.77 -1.55 1.62
H -2.01 -2.95 0.59
H -0.86 -1.38 -0.59
H 0.16 -2.60 -0.35
*
```

Mulliken population analysis, charges in e, atoms 1 to 8: atom 1 (W): 2.571, atom 2 (O): -0.298, atom 3 (C): -0.602, atom 4 (C): -0.843, atom 5 (N): 0.261, atom 6 (C): -0.956, atom 7 (C): 0.240, atom 8 (O): -0.711



No. 5
C5H12N2O | the ωB97M-V functional and the def2-TZVPD basis

The energy above the lowest of the compared OMol25 structures with the same formula, charge and spin comes out at 448.4 kJ/mol. Its HOMO-LUMO gap is 0.320 Ha. Its largest force on an atom is 4.05 eV/A. Its highest occupied orbital energy is -7.82 eV. The calculation puts the LUMO energy at 0.88 eV.

ORCA input file:
```
! wB97M-V def2-TZVPD RIJCOSX def2/J DEFGRID3
* xyz 0 1
C -1.08 -0.20 0.66
C -1.96 -1.18 -1.59
C 0.69 2.14 0.30
N 0.25 -0.28 0.30
C 1.16 0.76 0.62
N 0.74 -1.60 0.22
C 2.41 0.48 0.97
O -1.80 -1.49 -0.23
H 0.94 -1.81 -0.75
H -0.10 -2.22 0.47
H -1.52 0.78 0.47
H -1.33 -0.70 1.60
H -2.73 -0.41 -1.74
H -2.19 -2.09 -2.15
H -1.04 -0.76 -2.03
H -0.35 2.36 0.05
H 1.19 2.58 -0.57
H 0.85 2.88 1.08
H 2.72 -0.51 1.25
H 3.14 1.27 1.07
*
```

natural (NBO) population analysis, charges in e, atoms 1 to 8: atom 1 (C): 0.109, atom 2 (C): -0.255, atom 3 (C): -0.670, atom 4 (N): -0.316, atom 5 (C): 0.166, atom 6 (N): -0.659, atom 7 (C): -0.483, atom 8 (O): -0.617



No. 6
C25H28N4O4 | the ωB97M-V functional and the def2-TZVPD basis

The energy above the lowest of the compared OMol25 structures with the same formula, charge and spin comes out at 2277.5 kJ/mol. Its HOMO-LUMO gap is 0.327 Ha. Its largest force on an atom is 18.30 eV/A. Its highest occupied orbital energy is -8.51 eV. The calculation puts the LUMO energy at 0.39 eV.

ORCA input file:
```
! wB97M-V def2-TZVPD RIJCOSX def2/J DEFGRID3
* xyz 0 1
C -4.64 -2.97 -0.26
C -3.61 -2.13 0.46
C -3.50 -0.67 0.21
C -2.71 -0.04 0.99
N -1.97 -0.73 1.79
C -2.16 -1.94 2.21
C -3.06 -2.80 1.63
H -3.05 -3.71 1.56
H -1.51 -2.22 2.84
N -2.62 1.30 0.76
C -2.04 2.49 1.53
O -1.57 2.18 2.47
C -1.92 3.46 0.69
C -0.79 3.73 -0.21
H -0.77 4.61 -0.84
C -1.19 2.60 -1.21
O -2.23 2.33 -1.70
N -0.14 1.84 -1.75
C 1.39 2.15 -1.52
H 1.85 1.41 -1.95
H 1.59 3.06 -1.75
C 1.53 1.82 0.17
O 2.61 2.38 0.57
N 0.79 0.90 0.80
H 0.08 0.60 -0.10
C 1.19 0.41 1.97
H 1.80 0.92 2.43
H 0.20 0.53 2.48
C 1.68 -1.04 2.07
C 3.10 -0.98 1.31
C 3.15 -1.13 -0.17
C 4.30 -1.13 -0.94
C 5.50 -0.63 -0.13
C 5.39 -0.51 1.18
C 4.19 -0.58 1.89
H 4.22 -0.08 2.98
H 6.32 -0.04 1.55
H 6.40 -0.54 -0.42
H 4.35 -1.29 -1.85
H 2.14 -1.45 -0.55
H 1.99 -1.40 3.16
H 0.94 -1.64 1.71
C -0.50 0.89 -2.85
C -0.24 -0.62 -2.42
C 0.45 -1.43 -3.05
C 0.50 -2.68 -2.16
C -0.42 -2.32 -1.12
O -0.70 -1.06 -1.30
H -0.89 -2.62 -0.42
H 0.64 -3.53 -2.22
H 1.19 -1.39 -3.91
H -1.43 1.13 -3.19
H 0.40 1.19 -3.86
H 0.20 3.36 0.34
H -2.77 3.79 0.43
H -1.69 4.50 1.76
H -3.11 1.61 -0.16
H -4.32 -0.26 -0.48
H -5.30 -2.27 -0.97
H -5.17 -3.59 0.60
H -4.05 -3.72 -1.07
*
```

natural (NBO) population analysis, charges in e, atoms 1 to 8: atom 1 (C): -0.665, atom 2 (C): 0.084, atom 3 (C): -0.287, atom 4 (C): 0.353, atom 5 (N): -0.484, atom 6 (C): 0.102, atom 7 (C): -0.307, atom 8 (H): 0.185



No. 7
ClO2V | the ωB97M-V functional and the def2-TZVPD basis

The energy above the lowest of the compared OMol25 structures with the same formula, charge and spin comes out at 64.6 kJ/mol. Its HOMO-LUMO gap is 0.329 Ha. Its largest force on an atom is 8.45 eV/A. Its highest occupied orbital energy is -10.88 eV. The calculation puts the LUMO energy at -1.93 eV.

ORCA input file:
```
! wB97M-V def2-TZVPD RIJCOSX def2/J DEFGRID3
* xyz 0 1
O 0.32 -1.34 0.68
V 0.46 -0.05 -0.23
O 0.47 1.28 0.57
Cl -1.25 0.11 -1.03
*
```

Just the Mulliken charges please, in e? Sure, here they are: atom 1 (O): -0.654, atom 2 (V): 1.626, atom 3 (O): -0.632, atom 4 (Cl): -0.341



No. 8
C4H9N4O2 | the ωB97M-V functional and the def2-TZVPD basis

The energy above the lowest of the compared OMol25 structures with the same formula, charge and spin comes out at 537.9 kJ/mol. Its HOMO-LUMO gap (alpha / beta) is 0.349 / 0.311 Ha. Its largest force on an atom is 4.62 eV/A. Its highest occupied orbital energy (alpha / beta) is -13.98 / -13.63 eV. The calculation puts the LUMO energy (alpha / beta) at -4.48 / -5.17 eV.

ORCA input file:
```
! wB97M-V def2-TZVPD RIJCOSX def2/J DEFGRID3
* xyz 1 1
C 0.30 -0.34 0.85
C 1.59 -0.15 1.41
C -1.80 -1.16 0.35
C -1.49 0.01 -0.58
N 2.00 1.45 -1.27
N -0.67 -1.07 1.35
N 2.36 0.61 0.77
N -0.09 0.17 -0.34
O 3.54 0.92 0.90
O 3.19 1.04 -1.69
H 1.86 -0.43 2.38
H -2.69 -0.99 0.76
H -1.80 -2.14 -0.04
H -1.77 -0.13 -1.64
H -2.19 0.79 -0.17
H -0.87 -1.20 2.30
H 1.83 2.45 -1.12
H 0.53 0.72 -0.98
H 3.94 1.57 -1.45
*
```

natural (NBO) population analysis, charges in e, atoms 1 to 8: atom 1 (C): 0.505, atom 2 (C): -0.153, atom 3 (C): -0.205, atom 4 (C): -0.237, atom 5 (N): -0.237, atom 6 (N): -0.515, atom 7 (N): 0.211, atom 8 (N): -0.546



No. 9
C23H9AlF5N3OS4 | the ωB97M-V functional and the def2-TZVPD basis

The energy above the lowest of the compared OMol25 structures with the same formula, charge and spin comes out at 27.5 kJ/mol. Its HOMO-LUMO gap is 0.326 Ha. Its largest force on an atom is 3.07 eV/A. Its highest occupied orbital energy is -9.03 eV. The calculation puts the LUMO energy at -0.17 eV.

ORCA input file:
```
! wB97M-V def2-TZVPD RIJCOSX def2/J DEFGRID3
* xyz 0 1
Al 0.73 0.82 0.03
F 1.11 2.54 6.28
C 1.02 2.67 4.96
C 0.95 1.54 4.15
F 0.95 0.32 4.67
C 0.91 1.71 2.78
F 0.91 0.60 1.98
C 0.87 2.95 2.15
S 0.77 3.07 0.42
C 0.93 4.08 2.98
F 0.92 5.30 2.45
C 1.01 3.94 4.36
F 1.09 5.02 5.14
N 2.40 0.29 -0.45
C 3.56 0.06 -0.58
C 4.87 -0.16 -0.71
C 5.38 -1.46 -0.63
N 5.79 -2.53 -0.56
C 5.72 0.94 -0.90
N 6.38 1.86 -1.06
O -0.52 -0.27 0.12
C -1.34 -0.87 -0.84
C -0.75 -0.55 -2.19
C -0.42 -1.32 -3.26
C 0.25 -0.58 -4.27
C 0.44 0.72 -3.94
S -0.25 1.10 -2.40
C -1.40 -2.36 -0.60
C -0.61 -3.10 0.22
C -0.95 -4.48 0.18
C -1.97 -4.75 -0.66
S -2.57 -3.33 -1.43
C -2.73 -0.30 -0.73
C -3.70 -0.16 -1.67
C -4.91 0.34 -1.13
C -4.82 0.59 0.20
S -3.27 0.20 0.83
H -0.61 -2.37 -3.33
H 0.58 -1.02 -5.19
H 0.90 1.50 -4.51
H 0.17 -2.69 0.83
H -0.43 -5.23 0.75
H -2.43 -5.69 -0.89
H -3.57 -0.42 -2.71
H -5.79 0.50 -1.71
H -5.58 0.97 0.86
*
```

natural (NBO) population analysis, charges in e, atoms 1 to 8: atom 1 (Al): 1.747, atom 2 (F): -0.275, atom 3 (C): 0.261, atom 4 (C): 0.297, atom 5 (F): -0.275, atom 6 (C): 0.280, atom 7 (F): -0.307, atom 8 (C): -0.268



No. 10
H21O10 | the ωB97M-V functional and the def2-TZVPD basis

The energy above the lowest of the compared OMol25 structures with the same formula, charge and spin comes out at 167.8 kJ/mol. Its HOMO-LUMO gap is 0.401 Ha. Its largest force on an atom is 2.29 eV/A. Its highest occupied orbital energy is -13.94 eV. The calculation puts the LUMO energy at -3.02 eV.

ORCA input file:
```
! wB97M-V def2-TZVPD RIJCOSX def2/J DEFGRID3
* xyz 1 1
O 2.12 -0.16 1.82
H 1.84 0.19 0.94
H 0.22 0.24 4.12
O 3.09 2.10 -2.24
H 2.98 2.62 -1.44
H 2.16 1.90 -2.49
O -1.10 -0.33 -1.81
H -1.58 0.30 -2.37
H -0.87 -1.11 -2.34
O -0.22 2.28 -2.02
H -0.11 1.33 -2.18
H 0.16 2.69 -2.82
O 0.43 -2.25 2.86
H -0.19 -2.68 3.47
H 0.19 -2.86 2.13
O 0.72 -2.13 -3.18
H 0.63 -3.09 -2.95
H 0.01 -2.19 -3.84
O -0.10 0.63 0.86
H -0.58 0.92 1.64
H -0.67 1.11 0.21
O -1.63 -2.05 0.45
H -2.59 -1.92 0.60
H 1.33 0.24 2.45
O 0.50 0.88 3.45
H 1.82 -1.09 1.70
O -2.50 1.41 0.07
H -2.89 0.54 -0.10
H -1.45 -1.16 0.05
H 0.80 1.74 3.76
H -2.51 1.87 -0.78
*
```

natural (NBO) population analysis, charges in e, atoms 1 to 8: atom 1 (O): -0.792, atom 2 (H): 0.561, atom 3 (H): 0.531, atom 4 (O): -0.926, atom 5 (H): 0.467, atom 6 (H): 0.458, atom 7 (O): -0.985, atom 8 (H): 0.480